Record 1
ORCA calculation (ωB97M-V/def2-TZVPD) on a cluster of 2 separate species, C4H9N2O in total.

## Properties
net charge	+1
gap between HOMO and LUMO	0.261	hartree

Positions of all 16 atoms, in Å:
C -0.080 0.261 -1.805
C 0.150 0.077 1.365
C 0.750 -1.089 1.698
C -1.017 0.745 -1.032
N 1.998 -1.457 1.350
N -2.137 1.180 -0.605
O 0.190 0.601 -3.058
H 0.657 -0.434 -1.415
H -0.826 0.283 1.760
H 0.719 0.896 0.959
H 0.184 -1.859 2.201
H 2.649 -0.765 1.018
H 2.399 -2.283 1.758
H -0.454 1.199 -3.461
H -2.181 1.990 0.006
H -3.001 0.656 -0.738

=====

Record 2
ORCA calculation (ωB97M-V/def2-TZVPD) on a cluster of 3 separate species, C13H34NO7S3 in total.

## Properties
net charge	+1
gap between HOMO and LUMO	0.304	hartree

Positions of all 58 atoms, in Å:
C 7.366 -0.725 0.720
C 8.116 0.473 1.287
C 7.219 1.624 1.711
N 6.272 2.061 0.628
S 7.260 2.830 -0.644
C 5.188 2.966 1.165
C 4.104 2.197 1.900
C 3.452 1.083 1.091
C 2.403 0.291 1.885
O 1.651 1.092 2.777
H 8.066 -1.510 0.448
H 6.657 -1.133 1.441
H 6.826 -0.475 -0.197
H 8.862 0.823 0.572
H 8.672 0.184 2.179
H 7.802 2.504 1.978
H 6.603 1.349 2.565
H 5.830 1.230 0.234
H 6.210 3.185 -1.395
H 4.783 3.529 0.328
H 5.687 3.675 1.824
H 4.478 1.818 2.854
H 3.341 2.934 2.152
H 2.979 1.496 0.198
H 4.192 0.350 0.748
H 2.862 -0.554 2.403
H 1.682 -0.125 1.184
H 2.118 1.177 3.604
O -3.570 -0.148 1.040
S -2.608 0.731 0.453
O -2.999 2.049 0.065
O -1.914 -0.005 -0.769
C -2.787 -0.617 -1.760
C -3.402 0.393 -2.700
C -1.183 0.836 1.479
H -3.551 -1.202 -1.249
H -2.137 -1.306 -2.294
H -4.107 1.040 -2.179
H -3.942 -0.138 -3.483
H -2.641 1.027 -3.157
H -0.866 -0.168 1.746
H -1.465 1.393 2.368
H -0.409 1.370 0.936
O -7.888 -2.339 -3.728
S -7.366 -1.798 -2.512
O -5.948 -1.774 -2.315
O -8.059 -2.524 -1.287
C -8.089 -3.973 -1.299
C -6.759 -4.588 -0.919
C -8.017 -0.192 -2.225
H -8.428 -4.309 -2.279
H -8.858 -4.225 -0.572
H -6.000 -4.394 -1.675
H -6.878 -5.667 -0.818
H -6.407 -4.182 0.029
H -9.096 -0.226 -2.347
H -7.566 0.464 -2.966
H -7.739 0.120 -1.222

=====

Record 3
ORCA calculation (ωB97M-V/def2-TZVPD) on a cluster of 2 separate species, C3H10N2O3 in total at a distorted geometry.

## Properties
gap between HOMO and LUMO	0.356	hartree

Positions of all 18 atoms, in Å:
N -0.494 -0.360 -1.880
C -0.924 1.081 -1.930
O -1.813 1.300 -2.736
O -0.235 1.799 -1.150
H -1.256 -0.956 -1.542
H -0.278 -0.650 -2.821
C -0.257 0.293 1.524
O -0.708 -0.234 2.829
C 0.795 -0.729 1.124
N 1.447 -0.350 -0.162
H 0.152 1.295 1.683
H -1.061 0.343 0.775
H -1.545 0.212 3.019
H 1.600 -0.772 1.865
H 0.239 -1.680 1.110
H 1.650 0.673 -0.112
H 0.409 -0.386 -1.164
H 2.276 -0.878 -0.433

=====

Record 4
ORCA calculation (ωB97M-V/def2-TZVPD) on a structure of composition C17H11BF4FeN4O9S2.

## Properties
2S+1	6
net charge	-1
gap between HOMO and LUMO (alpha / beta)	0.301 / 0.269	hartree

Positions of all 49 atoms, in Å:
Fe 0.319 0.106 -0.187
O -5.234 0.226 0.115
C -4.880 -1.063 0.245
C -5.902 -1.994 0.430
C -5.607 -3.335 0.562
C -4.290 -3.783 0.518
C -3.272 -2.866 0.345
C -3.544 -1.504 0.210
C -2.414 -0.571 0.045
O -1.217 -1.036 0.138
N -2.657 0.692 -0.192
N -1.472 1.405 -0.308
C -1.610 2.674 -0.311
S -0.217 3.729 -0.370
C -1.188 5.208 -0.752
C -2.482 5.117 0.032
S -3.178 3.465 -0.234
H -4.412 0.750 -0.049
H -6.922 -1.633 0.460
H -6.414 -4.045 0.701
H -4.063 -4.836 0.618
H -2.238 -3.180 0.313
H -1.380 5.255 -1.824
H -0.596 6.074 -0.456
H -3.214 5.848 -0.310
H -2.298 5.263 1.096
O 2.417 2.356 2.346
C 2.024 1.826 1.329
O 0.923 1.120 1.280
C 2.820 2.007 0.049
C 4.094 2.504 0.223
C 4.912 2.734 -0.871
C 4.474 2.507 -2.156
C 3.192 2.032 -2.348
C 2.326 1.728 -1.263
O 1.138 1.243 -1.469
N 2.783 1.842 -3.746
O 1.643 1.519 -3.990
O 3.633 2.030 -4.605
N 6.263 3.245 -0.666
O 6.958 3.441 -1.648
O 6.628 3.451 0.477
H 4.434 2.712 1.226
H 5.111 2.696 -3.004
F 3.079 -1.305 -1.864
B 2.166 -1.820 -0.984
F 2.146 -1.026 0.230
F 2.317 -3.145 -0.717
F 0.807 -1.545 -1.448

=====

Record 5
ORCA calculation (ωB97M-V/def2-TZVPD) on a structure of composition C3H11N4 at a distorted geometry.

## Properties
net charge	+1
gap between HOMO and LUMO	0.415	hartree

Positions of all 18 atoms, in Å:
C -1.136 0.371 1.515
C -2.031 0.554 2.494
N 0.250 -0.009 1.708
H -1.444 0.462 0.466
H -3.011 0.940 2.234
H -1.877 0.341 3.538
H 0.711 0.766 2.191
H 0.344 -0.791 2.351
H 0.997 -0.203 0.728
N -0.471 -0.768 -1.909
C 0.784 -0.316 -1.614
N 1.389 0.400 -2.620
N 1.508 -0.507 -0.499
H -1.104 -1.044 -1.174
H -0.940 -0.257 -2.634
H 1.144 0.146 -3.558
H 2.383 0.516 -2.502
H 2.502 -0.602 -0.713

=====

Record 6
ORCA calculation (ωB97M-V/def2-TZVPD) on a cluster of 3 separate species, C3H12O3 in total at a distorted geometry.

## Properties
gap between HOMO and LUMO	0.365	hartree

Positions of all 18 atoms, in Å:
C -11.626 12.845 6.474
O -11.098 11.629 5.972
H -10.950 13.566 6.935
H -11.952 13.410 5.601
H -12.495 12.609 7.088
H -10.169 11.596 6.209
C -12.534 13.744 1.372
O -12.613 12.356 1.028
H -12.853 14.499 0.652
H -13.122 13.992 2.255
H -11.520 13.964 1.706
H -12.323 12.033 1.884
C -10.134 11.017 2.582
O -11.356 11.500 3.185
H -10.269 10.028 2.145
H -9.663 11.675 1.852
H -9.388 10.741 3.328
H -11.202 11.686 4.115

=====

Record 7
ORCA calculation (ωB97M-V/def2-TZVPD) on an isolated molecule of C2H6N2OS2 at a distorted geometry.

## Properties
gap between HOMO and LUMO	0.334	hartree

Positions of all 13 atoms, in Å:
C -1.066 1.636 -0.098
C 0.684 -0.132 -0.136
H -0.844 2.052 0.886
H -2.146 1.657 -0.236
H -0.547 2.195 -0.889
H -1.982 -1.132 1.177
H 0.362 -2.162 -0.299
H 2.796 -1.057 0.090
N -0.637 0.204 -0.171
N 0.989 -1.426 -0.004
O 2.328 -1.871 -0.142
S -1.858 -1.001 -0.130
S 1.920 1.038 -0.049

=====

Record 8
ORCA calculation (ωB97M-V/def2-TZVPD) on the ion C3H8NO with charge -2 at a distorted geometry.

## Properties
2S+1	2
net charge	-2
gap between HOMO and LUMO (alpha / beta)	0.105 / 0.247	hartree

Positions of all 13 atoms, in Å:
C 0.833 -0.361 0.260
C -0.429 0.489 0.012
C -1.683 -0.405 -0.230
O -1.657 -1.340 -1.173
N 2.147 0.232 0.034
H 0.754 -1.287 -0.296
H 0.783 -0.698 1.307
H -0.655 1.105 0.869
H -0.217 1.081 -0.878
H -2.524 0.368 -0.328
H -1.940 -0.775 0.828
H 2.312 0.488 -0.941
H 2.275 1.103 0.537

=====

Record 9
ORCA calculation (ωB97M-V/def2-TZVPD) on an isolated molecule of C4H9NOS at a distorted geometry.

## Properties
gap between HOMO and LUMO	0.354	hartree

Positions of all 16 atoms, in Å:
C 1.441 -0.750 -1.521
N 1.019 -0.579 -0.120
C -0.108 0.267 0.116
C -1.236 -0.467 0.858
S -2.953 0.136 0.747
C 0.327 1.437 1.076
O 1.038 1.211 2.017
H 1.904 0.170 -1.881
H 2.088 -1.619 -1.571
H 0.552 -1.001 -2.096
H 1.797 -0.358 0.483
H -0.495 0.747 -0.789
H -1.143 -1.489 0.488
H -1.160 -0.397 1.943
H -3.026 0.233 -0.610
H -0.043 2.458 0.861

=====

Record 10
ORCA calculation (ωB97M-V/def2-TZVPD) on a structure of composition C37H39Br2ClIN5O2PtSe.

## Properties
net charge	+2
gap between HOMO and LUMO	0.242	hartree

Positions of all 89 atoms, in Å:
Pt 0.885 0.026 -1.310
Cl 5.207 -5.128 -0.218
C 3.794 -4.187 -0.516
C 2.581 -4.800 -0.680
C 1.408 -4.058 -0.924
I -0.414 -5.023 -1.123
C 1.445 -2.684 -1.018
O 0.373 -1.930 -1.246
C 2.705 -2.062 -0.837
N 2.722 -0.690 -0.904
C 3.828 -0.001 -0.700
C 5.040 -0.655 -0.451
C 5.071 -2.025 -0.396
C 3.890 -2.776 -0.581
H 2.522 -5.878 -0.617
H 3.735 1.077 -0.729
H 5.932 -0.066 -0.297
H 5.998 -2.546 -0.198
Br -5.179 1.435 -3.714
C -3.494 1.090 -3.000
C -3.193 1.440 -1.693
C -1.931 1.158 -1.215
N -0.996 0.555 -1.949
C -1.269 0.249 -3.236
C -2.511 0.500 -3.784
C -0.135 -0.278 -4.028
C -0.229 -0.666 -5.349
C 0.922 -1.079 -6.010
Br 0.832 -1.612 -7.793
C 2.134 -1.088 -5.332
C 2.146 -0.697 -4.010
N 1.041 -0.301 -3.379
H -3.917 1.925 -1.054
H -1.649 1.441 -0.216
H -2.718 0.262 -4.816
H -1.172 -0.654 -5.873
H 3.047 -1.399 -5.817
H 3.065 -0.697 -3.439
C 2.855 3.699 -1.769
C 2.032 2.554 -2.338
C 1.056 3.062 -3.390
O 1.351 1.951 -1.245
H 3.449 4.177 -2.549
H 3.528 3.351 -0.983
H 2.194 4.450 -1.334
H 2.717 1.831 -2.808
H 0.362 3.769 -2.932
H 0.475 2.254 -3.836
H 1.583 3.575 -4.196
C -3.233 -3.881 3.330
C -2.024 -2.993 3.598
C -1.127 -2.813 2.375
C -1.714 -1.920 1.289
N -1.839 -0.516 1.728
C -0.850 0.390 1.724
Se 0.918 0.056 1.173
N -1.310 1.562 2.188
C -0.561 2.820 2.336
C -0.142 3.065 3.781
C 0.977 2.145 4.264
C 2.335 2.502 3.670
C -2.651 1.408 2.511
C -3.585 2.313 3.015
C -4.863 1.835 3.203
C -5.206 0.503 2.903
C -4.283 -0.391 2.406
C -2.989 0.090 2.215
H -3.858 -3.973 4.218
H -2.918 -4.885 3.041
H -3.866 -3.498 2.526
H -1.429 -3.434 4.399
H -2.344 -2.015 3.974
H -0.932 -3.786 1.915
H -0.154 -2.409 2.664
H -2.714 -2.240 1.003
H -1.093 -1.926 0.394
H -1.223 3.610 1.979
H 0.292 2.770 1.658
H -1.020 2.973 4.425
H 0.186 4.105 3.852
H 0.726 1.101 4.042
H 1.032 2.205 5.352
H 2.324 2.470 2.578
H 3.106 1.812 4.013
H 2.632 3.508 3.972
H -3.322 3.334 3.256
H -5.623 2.495 3.596
H -6.221 0.174 3.074
H -4.553 -1.415 2.191

=====

Record 11
ORCA calculation (ωB97M-V/def2-TZVPD) on a cluster of 3 separate species, C4H17N3O3 in total at a distorted geometry.

## Properties
2S+1	2
net charge	+1
gap between HOMO and LUMO (alpha / beta)	0.408 / 0.228	hartree

Positions of all 27 atoms, in Å:
C 0.802 0.998 0.954
N 0.550 2.066 0.115
C -0.004 -0.381 0.433
C 0.950 -1.331 -0.295
O 1.571 -0.726 -1.432
N -0.709 -0.906 1.499
C -2.118 -1.294 1.445
N -2.976 -0.535 2.344
H 1.849 0.673 0.889
H 0.547 1.133 2.004
H 0.221 2.901 0.568
H 1.282 2.254 -0.571
H -0.719 -0.004 -0.293
H 1.787 -1.618 0.315
H 0.406 -2.189 -0.640
H 0.899 -0.666 -2.141
H -0.140 -1.463 2.132
H -2.466 -1.193 0.448
H -2.214 -2.344 1.704
H -2.641 -0.583 3.299
H -2.934 0.444 2.087
H -1.193 -0.256 -3.775
H -0.832 0.723 -2.688
O -0.763 -0.216 -2.909
H 2.373 1.041 -2.140
H 3.615 1.616 -1.402
O 2.856 1.855 -1.950

=====

Record 12
ORCA calculation (ωB97M-V/def2-TZVPD) on a structure of composition C7H10CaF12O15S4 at a distorted geometry.

## Properties
net charge	-2
gap between HOMO and LUMO	0.280	hartree

Positions of all 49 atoms, in Å:
Ca 0.174 0.307 -0.145
C 3.007 0.805 -4.145
F 3.873 0.245 -5.000
F 3.766 1.494 -3.268
F 2.217 1.638 -4.829
S 1.820 -0.420 -3.267
O 0.651 -0.480 -4.110
O 2.560 -1.670 -3.165
O 1.551 0.305 -2.019
C -2.170 -3.694 -0.626
F -2.804 -3.167 0.421
F -1.039 -4.245 -0.148
F -2.886 -4.610 -1.262
S -1.806 -2.346 -1.905
O -3.139 -1.860 -2.242
O -1.021 -1.372 -1.140
O -1.188 -2.911 -3.094
C -1.823 -1.050 4.270
F -2.892 -0.298 4.065
F -1.457 -1.008 5.568
F -2.170 -2.303 3.988
S -0.304 -0.584 3.198
O -0.809 -0.187 1.867
O 0.393 0.533 3.816
O 0.475 -1.791 3.151
C -3.720 2.208 1.310
F -4.598 3.226 1.407
F -2.663 2.558 2.054
F -4.233 1.095 1.793
S -3.100 2.035 -0.511
O -4.014 1.140 -1.222
O -3.069 3.431 -0.906
O -1.794 1.390 -0.371
C 1.981 -2.838 0.221
O 1.338 -1.617 0.543
H 2.437 -3.314 1.094
H 1.308 -3.613 -0.155
H 2.706 -2.626 -0.566
H 1.417 -1.549 1.506
C 2.071 3.132 -0.292
C 2.470 2.523 1.038
O 2.287 1.131 1.077
O 0.654 3.038 -0.557
H 2.497 2.657 -1.180
H 2.328 4.191 -0.369
H 1.974 3.078 1.843
H 3.543 2.714 1.172
H 2.911 0.753 1.698
H 0.291 3.922 -0.602